Record 1
{
  "formula": "C17H15F4N5O3",
  "method": "ωB97M-V/def2-TZVPD",
  "symbols": ["N", "O", "O", "O", "F", "F", "F", "F", "N", "N", "C", "C", "C", "C", "C", "C", "C", "C", "C", "C", "C", "N", "N", "C", "C", "C", "C", "C", "C", "H", "H", "H", "H", "H", "H", "H", "H", "H", "H", "H", "H", "H", "H", "H"],
  "xyz": [[6.562, 1.847, -5.773], [-0.997, -4.584, 3.458], [-1.619, -0.811, 5.799], [-2.353, 1.374, -1.600], [4.156, 4.085, -1.902], [3.625, 2.039, -6.268], [1.529, 3.449, -1.326], [1.144, 1.341, -5.657], [5.334, 3.391, -4.228], [5.995, 2.613, -5.013], [-0.848, -3.706, 4.253], [-1.056, -1.812, 5.357], [-1.358, 0.627, -1.562], [0.326, -3.598, 5.047], [0.224, -2.381, 5.729], [3.397, 3.431, -2.823], [3.164, 2.390, -5.047], [2.060, 3.129, -2.554], [1.841, 2.032, -4.711], [3.965, 3.070, -4.070], [1.272, 2.451, -3.504], [-0.304, 0.838, -2.440], [-1.687, -2.628, 4.431], [-0.190, 2.069, -3.225], [-1.258, -0.570, -0.610], [-2.980, -2.435, 3.865], [-2.119, -0.404, 0.670], [-2.959, -1.266, 2.838], [-2.029, -1.594, 1.643], [1.125, -4.325, 5.099], [0.958, -1.959, 6.399], [0.463, 0.179, -2.388], [-0.732, 2.904, -2.741], [-0.725, 1.914, -4.154], [-1.577, -1.466, -1.158], [-0.213, -0.640, -0.310], [-3.358, -3.336, 3.380], [-3.707, -2.219, 4.634], [-1.874, 0.508, 1.179], [-3.165, -0.324, 0.330], [-2.709, -0.331, 3.365], [-3.987, -1.103, 2.456], [-2.348, -2.503, 1.140], [-0.988, -1.684, 1.991]],
  "de_lowest_kcal_mol": 2.83,
  "e_lumo_ev": -1.0,
  "homo_energy_ev": -9.4,
  "orbital_gap_ev": 8.41
}


Record 2
{
  "formula": "C17H15FN2O",
  "method": "ωB97M-V/def2-TZVPD",
  "symbols": ["C", "C", "C", "N", "N", "C", "O", "C", "C", "C", "C", "C", "C", "F", "C", "C", "C", "C", "C", "C", "C", "H", "H", "H", "H", "H", "H", "H", "H", "H", "H", "H", "H", "H", "H", "H"],
  "xyz": [[-0.572, -0.653, 0.045], [-0.912, 0.799, -0.097], [0.202, 1.704, -0.249], [1.400, 1.270, -0.250], [2.420, 2.120, -0.411], [3.730, 1.726, -0.375], [4.624, 2.532, -0.493], [3.928, 0.256, -0.202], [3.375, -0.657, -1.093], [3.603, -2.012, -0.943], [4.384, -2.478, 0.103], [4.940, -1.587, 1.004], [4.710, -0.233, 0.838], [5.231, 0.620, 1.737], [-2.158, 1.313, -0.056], [-3.419, 0.601, 0.079], [-4.452, 1.199, 0.805], [-5.666, 0.563, 0.969], [-5.885, -0.676, 0.388], [-4.882, -1.266, -0.363], [-3.661, -0.638, -0.517], [0.380, -0.746, 0.561], [-0.456, -1.114, -0.935], [-1.345, -1.182, 0.596], [-0.022, 2.771, -0.372], [2.244, 3.124, -0.522], [2.769, -0.295, -1.909], [3.170, -2.709, -1.644], [4.561, -3.536, 0.220], [5.547, -1.923, 1.829], [-2.258, 2.392, -0.081], [-4.286, 2.167, 1.259], [-6.448, 1.036, 1.545], [-6.836, -1.173, 0.511], [-5.055, -2.222, -0.837], [-2.904, -1.091, -1.138]],
  "de_lowest_kcal_mol": 14.82,
  "e_lumo_ev": 0.1,
  "smiles": "CC(/C=N/NC(=O)c1ccccc1F)=C\\c1ccccc1",
  "homo_energy_ev": -8.3,
  "orbital_gap_ev": 8.35
}


Record 3
{
  "formula": "C17H15I3N4O4V",
  "method": "ωB97M-V/def2-TZVPD",
  "symbols": ["V", "C", "C", "N", "O", "C", "C", "N", "O", "H", "H", "H", "H", "H", "H", "H", "I", "C", "C", "C", "C", "C", "C", "C", "O", "O", "H", "H", "H", "H", "N", "C", "C", "C", "C", "C", "N", "C", "H", "H", "H", "H", "I", "I"],
  "xyz": [[0.464, -0.227, -0.963], [1.182, 2.306, 2.689], [1.139, 1.592, 1.384], [0.231, 0.756, 1.034], [-0.756, 0.508, 1.956], [2.163, 1.792, 0.327], [3.279, 2.778, 0.346], [1.891, 0.981, -0.625], [2.284, 0.732, -1.810], [0.677, 1.727, 3.458], [0.675, 3.270, 2.603], [2.212, 2.495, 2.984], [-1.229, -0.238, 1.544], [2.920, 3.775, 0.603], [3.743, 2.812, -0.639], [4.043, 2.497, 1.074], [-1.108, -7.506, 3.628], [-0.726, -5.763, 2.552], [0.586, -5.417, 2.255], [0.836, -4.258, 1.540], [-0.220, -3.454, 1.128], [-1.530, -3.811, 1.425], [-1.788, -4.969, 2.140], [0.060, -2.221, 0.362], [-0.902, -1.446, 0.000], [1.231, -1.890, 0.050], [1.403, -6.047, 2.576], [1.848, -3.969, 1.290], [-2.343, -3.185, 1.083], [-2.805, -5.254, 2.372], [-0.140, 5.734, -3.477], [-0.576, 4.726, -3.143], [-1.140, 3.477, -2.714], [-2.501, 3.229, -2.816], [-2.983, 2.003, -2.391], [-2.095, 1.087, -1.864], [-0.782, 1.328, -1.762], [-0.306, 2.489, -2.204], [-3.161, 3.979, -3.231], [-4.031, 1.755, -2.467], [-2.426, 0.114, -1.521], [0.766, 2.632, -2.167], [0.048, -1.680, -3.257], [-0.133, 0.760, -5.350]],
  "de_lowest_kcal_mol": 0.09,
  "e_lumo_ev": [-0.5, -1.5],
  "homo_energy_ev": [-7.6, -8.3],
  "orbital_gap_ev": [7.13, 6.74],
  "spin_multiplicity": 4
}


Record 4
{
  "formula": "C17H15N5O3S",
  "method": "ωB97M-V/def2-TZVPD",
  "symbols": ["C", "C", "C", "C", "C", "C", "O", "N", "C", "C", "N", "N", "C", "S", "N", "C", "C", "C", "C", "C", "C", "C", "C", "N", "O", "O", "H", "H", "H", "H", "H", "H", "H", "H", "H", "H", "H", "H", "H", "H", "H"],
  "xyz": [[6.562, 0.754, 0.743], [5.138, 0.359, 0.551], [4.345, 0.093, 1.666], [3.016, -0.264, 1.556], [2.425, -0.394, 0.301], [0.998, -0.793, 0.114], [0.616, -1.447, -0.831], [0.169, -0.394, 1.120], [-1.258, -0.557, 0.997], [-1.908, 0.738, 0.639], [-1.354, 1.892, 0.840], [-2.222, 2.803, 0.342], [-3.329, 2.221, -0.188], [-4.614, 2.976, -0.861], [-3.121, 0.865, 0.012], [-4.014, -0.161, -0.362], [-4.406, -1.112, 0.571], [-5.298, -2.102, 0.202], [-5.803, -2.139, -1.087], [-5.415, -1.184, -2.011], [-4.518, -0.192, -1.655], [3.202, -0.174, -0.825], [4.531, 0.215, -0.704], [5.246, 0.458, -1.936], [6.264, 1.116, -1.895], [4.775, -0.006, -2.952], [6.705, 1.796, 0.460], [6.852, 0.627, 1.783], [7.225, 0.166, 0.111], [4.790, 0.173, 2.646], [2.447, -0.472, 2.450], [0.470, 0.345, 1.736], [-1.443, -1.296, 0.210], [-1.661, -0.937, 1.944], [-2.019, 3.788, 0.360], [-4.033, -1.063, 1.583], [-5.605, -2.840, 0.927], [-6.504, -2.910, -1.369], [-5.811, -1.207, -3.014], [-4.215, 0.557, -2.368], [2.771, -0.298, -1.807]],
  "de_lowest_kcal_mol": 10.22,
  "e_lumo_ev": -0.6,
  "smiles": "Cc1ccc(C(=O)NCc2n[nH]c(=S)n2-c2ccccc2)cc1[N+](=O)[O-]",
  "homo_energy_ev": -8.1,
  "orbital_gap_ev": 7.56
}